Entry 1:
Entry from the Open Molecules 2025 dataset: a cluster of 17 separate species, C42H98N4O13S13 in total at a distorted geometry (wB97M-V/def2-TZVPD).

Geometry as XYZ:
```
170
Properties=species:S:1:pos:R:3:forces:R:3
S 18.799 10.695 17.564 0.5 0.0 -1.9
S 19.159 13.099 13.584 -1.4 1.1 0.2
S 11.969 19.693 16.513 2.3 0.0 -0.5
S 17.170 15.231 14.762 -0.3 0.5 0.1
S 16.991 11.247 9.145 -1.2 2.0 -1.9
S 10.879 15.110 14.168 2.7 -1.4 -1.8
S 12.578 12.165 10.697 0.1 1.6 -0.3
S 10.518 11.822 15.576 0.2 -0.6 0.1
S 15.052 17.138 11.732 -0.8 0.4 0.5
S 13.639 12.067 18.958 0.5 -0.2 0.3
S 13.594 16.979 19.121 0.5 1.1 0.6
S 14.738 9.297 13.501 -0.5 1.4 0.8
S 21.547 16.835 15.762 2.5 -0.9 -0.2
O 11.133 10.573 16.166 -0.2 0.5 0.1
O 16.662 12.386 10.061 0.0 -0.2 0.1
O 15.774 10.240 12.914 -0.5 -0.6 0.3
O 20.109 16.991 16.001 -1.7 -0.1 0.2
O 20.456 13.142 14.283 1.8 0.6 0.4
O 9.676 15.043 14.984 -1.4 0.3 1.6
O 13.546 13.066 20.066 0.1 0.2 0.2
O 17.564 15.753 13.391 -0.4 0.1 0.8
O 18.113 10.181 16.297 0.1 0.0 1.3
O 11.266 18.427 16.788 -0.8 -0.4 0.1
O 14.472 16.198 18.216 0.5 -0.6 -1.0
O 13.974 16.355 12.479 0.6 0.4 -0.7
O 11.565 11.308 11.349 -0.5 -0.7 0.2
N 18.880 17.835 12.006 0.9 -0.6 -1.0
N 18.196 18.652 17.241 -1.8 1.7 0.6
N 17.838 15.196 19.136 0.6 -1.2 1.5
N 17.183 20.878 10.231 0.7 -0.9 -0.9
C 15.786 14.151 14.490 -1.1 -0.7 0.1
C 13.702 19.152 16.032 -1.8 1.0 -3.1
C 10.675 16.445 13.023 1.5 1.0 -0.6
C 22.032 15.156 16.380 1.0 -0.1 -1.4
C 17.521 14.161 20.031 -2.0 1.2 -0.8
C 19.866 19.801 12.416 -1.4 -1.3 -1.2
C 16.188 16.464 15.701 0.7 -0.2 -0.1
C 21.731 16.419 13.988 0.1 0.9 0.4
C 15.865 9.926 9.464 -1.5 0.2 -0.5
C 12.383 10.853 19.337 -0.5 0.8 -1.3
C 13.676 12.591 12.054 0.0 -0.4 -0.5
C 17.015 18.855 18.017 1.3 -1.2 -0.3
C 19.309 13.598 11.861 -1.4 -0.9 1.5
C 19.493 18.209 10.812 -1.4 -1.1 1.3
C 13.792 10.309 14.795 3.1 1.9 -2.9
C 14.113 16.405 20.740 -0.9 -1.5 -0.9
C 12.013 16.274 19.161 -1.9 -0.5 0.0
C 11.778 13.827 10.599 -0.6 0.0 -2.6
C 15.603 8.308 14.728 0.5 1.2 0.1
C 17.061 20.750 8.875 -0.7 1.1 1.1
C 9.087 12.217 16.547 -0.5 1.3 1.0
C 16.037 21.542 8.468 -0.9 0.2 1.7
C 18.598 19.877 16.748 -0.5 -0.6 0.8
C 11.588 20.179 14.797 -1.1 -1.9 0.5
C 18.396 10.483 9.775 0.9 0.9 1.4
C 16.224 21.686 10.697 0.2 0.2 2.2
C 19.987 19.428 11.026 2.5 3.1 -0.6
C 14.213 18.031 10.390 -0.3 -0.9 -0.5
C 19.698 14.733 20.321 -0.9 -0.1 -0.4
C 9.674 11.257 14.129 -1.0 0.5 0.5
C 18.607 13.899 20.792 1.7 -1.0 -0.3
C 18.954 12.452 17.257 0.6 0.4 -0.2
C 18.802 11.436 13.547 -1.0 -2.1 -1.3
C 19.143 18.760 12.951 -0.2 0.1 0.4
C 20.565 10.326 17.237 -0.9 -0.7 0.2
C 12.332 15.810 15.124 -2.5 0.2 1.1
C 16.011 15.922 10.845 -0.1 -0.2 0.1
C 12.865 12.866 17.555 -1.7 0.2 2.6
C 19.154 15.525 19.312 0.5 -0.1 0.4
C 17.763 20.825 17.241 -1.2 -0.4 1.2
C 16.765 20.204 18.101 0.4 -0.6 -0.6
C 15.466 22.155 9.674 0.0 -0.8 -1.1
H 17.944 12.763 17.092 -0.8 0.4 0.2
H 13.843 17.364 9.592 0.1 0.0 0.5
H 18.171 10.443 10.823 0.3 0.2 0.9
H 16.270 15.283 11.701 0.0 -0.2 -0.5
H 11.537 19.209 14.247 -0.3 0.7 0.4
H 15.421 15.405 10.070 0.3 0.2 0.3
H 18.744 12.988 21.397 -0.3 0.9 0.0
H 21.054 15.575 13.884 -0.2 0.1 -0.5
H 16.911 17.194 16.112 -0.7 -0.5 -0.2
H 15.528 13.643 15.432 0.4 0.0 -0.1
H 17.892 11.238 12.954 0.1 0.3 0.3
H 11.779 12.878 17.844 0.8 0.1 -0.7
H 8.691 13.228 16.301 0.6 -0.5 -0.1
H 16.458 13.855 20.142 1.1 0.0 -0.3
H 9.797 16.353 12.388 -0.1 -0.3 0.3
H 11.412 16.374 18.257 0.4 0.7 -0.2
H 14.192 13.512 11.980 0.4 1.1 -0.6
H 12.893 14.988 15.608 -0.5 0.4 -0.2
H 13.540 18.647 15.013 0.3 0.2 1.6
H 10.958 13.888 9.813 0.7 -0.9 1.0
H 21.948 15.100 17.442 -0.4 0.2 0.8
H 14.220 18.546 16.710 0.4 -0.8 1.2
H 15.426 16.957 15.112 0.1 0.1 -0.6
H 15.969 20.648 18.731 0.7 -0.2 -0.8
H 20.104 13.061 11.396 0.2 -0.4 -0.8
H 16.476 17.961 18.395 0.5 0.9 -0.1
H 14.023 15.277 20.640 0.5 1.2 0.3
H 19.500 14.619 12.000 0.7 1.6 -0.2
H 8.927 10.526 14.518 1.0 -0.2 -0.8
H 19.327 11.027 9.572 -0.4 -0.1 0.0
H 12.197 10.272 18.426 -0.2 0.1 0.2
H 14.611 10.710 15.392 -0.1 0.1 0.2
H 13.052 12.310 16.687 0.2 -0.4 -1.4
H 18.592 11.095 14.574 0.3 0.1 -0.4
H 18.770 18.562 13.928 -0.1 0.2 0.7
H 18.256 13.558 11.518 0.8 -0.5 -0.5
H 18.503 16.915 12.208 -0.1 0.2 0.3
H 16.957 16.349 10.484 -0.5 0.0 -0.1
H 13.406 16.746 21.479 0.1 0.3 0.4
H 12.398 14.637 10.234 0.9 -0.1 0.2
H 16.049 8.987 15.493 -0.3 -0.6 -0.4
H 12.764 10.234 20.100 0.4 -0.7 1.0
H 11.376 14.120 11.525 -0.5 0.0 1.4
H 17.860 20.375 10.775 0.2 0.0 0.3
H 14.942 7.556 15.123 -0.2 -0.2 0.3
H 14.266 20.039 15.757 0.2 0.2 0.4
H 16.260 9.063 8.950 0.1 -0.5 0.1
H 14.871 18.732 9.926 0.9 0.5 -0.2
H 9.498 12.285 17.565 -0.3 -0.1 -0.2
H 13.184 9.712 15.319 -2.3 -2.3 1.9
H 16.398 7.867 14.153 0.4 -0.4 -0.1
H 20.775 9.349 17.675 0.2 0.2 0.0
H 10.636 17.333 13.641 -0.4 0.4 0.0
H 22.765 16.077 13.788 -0.5 0.4 0.1
H 18.685 17.816 16.995 0.2 -0.5 0.0
H 18.414 9.488 9.492 0.4 -2.0 -1.1
H 14.537 22.676 9.834 0.1 0.3 -0.4
H 19.598 10.862 13.049 0.1 0.1 0.4
H 10.476 11.008 13.420 -0.8 -0.4 -0.1
H 19.371 12.959 18.144 -0.1 -0.1 -0.4
H 8.230 11.544 16.530 0.4 -0.5 -0.2
H 10.611 20.653 14.861 0.1 0.1 -0.4
H 19.576 16.325 18.713 0.1 -0.2 0.1
H 14.868 14.682 14.218 0.4 0.3 -0.3
H 20.518 20.077 10.291 -0.5 -0.8 0.6
H 15.998 13.403 13.720 0.3 0.1 0.2
H 11.602 16.542 12.387 -0.8 -0.3 0.7
H 15.666 21.490 7.486 -0.5 0.5 -1.0
H 19.481 19.994 16.162 0.3 -0.1 -0.3
H 23.125 14.918 16.159 -1.4 0.6 -0.1
H 12.967 16.422 14.505 0.1 0.1 -0.3
H 9.037 12.101 13.823 0.5 0.0 -0.4
H 11.496 11.420 19.666 0.3 -0.3 -0.1
H 21.193 11.108 17.618 0.3 0.3 0.3
H 19.508 17.539 9.991 -0.1 -0.2 -0.6
H 17.799 21.859 17.082 0.3 1.2 -0.3
H 20.639 10.259 16.156 0.0 0.1 -0.1
H 21.376 14.430 15.869 0.3 0.2 0.3
H 15.610 15.928 16.469 0.6 0.1 0.0
H 20.019 20.759 12.843 0.4 0.5 0.3
H 14.419 11.824 12.209 0.0 -0.4 0.0
H 15.822 9.859 10.542 -0.2 -0.5 0.4
H 12.054 15.206 19.300 0.3 -0.5 0.6
H 15.116 16.784 20.844 0.3 -0.1 0.4
H 16.238 21.810 11.793 -0.5 0.3 -0.8
H 11.710 16.435 15.852 1.4 -0.6 -0.5
H 17.243 15.585 18.434 -0.4 0.1 -0.1
H 12.342 20.741 14.317 0.8 1.1 -0.2
H 19.497 12.690 16.306 -0.1 -0.5 0.9
H 12.969 12.670 12.842 -0.5 0.0 1.1
H 13.395 18.633 10.768 -0.2 -0.2 0.5
H 13.232 11.136 14.339 0.2 -0.5 -0.1
H 13.221 13.878 17.660 0.4 0.4 -0.6
H 11.450 16.767 19.971 0.2 -0.3 -0.2
H 14.836 10.106 9.018 1.3 0.2 0.6
H 17.708 20.176 8.313 1.2 -1.1 -0.9
H 20.734 14.667 20.672 -0.6 0.3 -0.3
H 21.456 17.375 13.435 0.3 -1.4 0.5
```
Forces are in eV/Å.

## Properties
HOMO level = -8.16 eV
Kohn-Sham gap = 8.5 eV

Entry 2:
Entry from the Open Molecules 2025 dataset: the molecule C2H2ClNO4 at a distorted geometry (wB97M-V/def2-TZVPD).

Geometry as XYZ:
```
10
Properties=species:S:1:pos:R:3:forces:R:3
Cl 0.853 1.669 1.075 0.5 1.8 1.1
O -2.981 -0.102 -0.504 -1.6 -0.3 -0.1
O 2.709 -0.925 0.318 -3.3 0.2 0.9
O -1.382 0.477 -1.817 0.4 0.4 -1.7
O -1.028 0.019 0.294 2.1 -0.8 1.7
N -1.867 0.129 -0.792 1.6 0.2 1.3
C 1.540 -0.785 0.692 2.3 0.0 -1.1
C 0.670 0.324 0.138 -3.8 -0.9 -2.4
H 0.445 0.484 -0.924 1.7 0.1 0.0
H 1.042 -1.289 1.520 0.3 -0.6 0.2
```
Forces are in eV/Å.

## Properties
HOMO level = -11.31 eV
SMILES = O=C[C@H](Cl)O[N+](=O)[O-]
Kohn-Sham gap = 10.8 eV
Relative energy (zero: lowest compared OMol25 entry of this formula, charge and spin) = 46.0 kcal per mole

Entry 3:
Entry from the Open Molecules 2025 dataset: a cluster of 2 separate species, C4H7OS2 in total at a distorted geometry (wB97M-V/def2-TZVPD).

Geometry as XYZ:
```
14
Properties=species:S:1:pos:R:3:forces:R:3
S 3.614 0.106 -0.945 0.0 0.3 -0.2
S -0.751 -0.317 -1.950 -0.2 0.1 0.1
O 2.091 -2.113 -0.537 0.8 1.9 -0.6
C -0.600 -0.338 1.410 -0.2 0.1 0.0
C -1.075 0.834 0.538 0.2 -0.1 0.1
C 2.663 -1.114 -0.752 -0.8 -2.2 0.7
C -0.386 0.985 -0.789 0.2 0.1 -0.3
H -0.919 1.768 1.098 -0.2 -0.1 0.1
H -2.154 0.726 0.367 0.0 0.1 0.1
H -1.145 -0.375 2.358 0.0 -0.1 0.2
H 0.699 1.042 -0.695 0.1 0.1 0.0
H -1.749 0.310 -2.608 0.0 -0.2 -0.3
H -0.753 -1.278 0.879 0.0 -0.1 0.0
H 0.464 -0.236 1.626 0.1 0.0 0.0
```
Forces are in eV/Å.

## Properties
HOMO level = -1.21 eV
Kohn-Sham gap = 4.1 eV
Total charge = -1
Relative energy (zero: lowest compared OMol25 entry of this formula, charge and spin) = 52.1 kcal per mole

Entry 4:
Entry from the Open Molecules 2025 dataset: a cluster of 2 separate species, C4H8ClF in total at a distorted geometry (wB97M-V/def2-TZVPD).

Geometry as XYZ:
```
14
Properties=species:S:1:pos:R:3:forces:R:3
Cl -1.059 -0.678 -2.070 -2.6 -3.4 -1.3
F 0.142 1.782 0.399 1.6 4.0 1.5
C 1.236 -0.388 -0.526 2.0 -0.5 -0.9
C -0.549 -0.313 1.281 -3.4 0.5 -0.3
C -0.637 0.786 0.139 -6.6 -3.2 5.3
C -0.152 0.218 -1.008 5.2 -0.7 -2.9
H 1.417 0.165 0.808 1.1 -1.8 -5.5
H -1.753 0.959 0.223 1.1 1.0 -1.0
H -1.037 -1.248 0.971 0.4 0.0 -0.7
H 2.162 -0.048 -1.308 -2.6 -1.2 2.4
H 0.486 -0.461 1.354 0.0 -0.9 2.3
H -0.007 0.930 -1.756 1.4 2.4 -0.1
H 1.011 -1.614 -0.601 1.3 3.3 0.8
H -1.259 -0.092 2.093 1.2 0.6 0.4
```
Forces are in eV/Å.

## Properties
HOMO level = -10.02 eV
Kohn-Sham gap = 10.9 eV
Relative energy (zero: lowest compared OMol25 entry of this formula, charge and spin) = 123.1 kcal per mole

Entry 5:
Entry from the Open Molecules 2025 dataset: the molecule C5H10O at a distorted geometry (wB97M-V/def2-TZVPD).

Geometry as XYZ:
```
16
Properties=species:S:1:pos:R:3:forces:R:3
O -0.707 1.133 0.750 1.1 0.5 0.2
C -1.233 0.736 1.994 -0.4 -0.1 0.6
C 0.630 -1.515 -0.342 2.2 0.3 -0.5
C 1.213 0.041 -1.105 -0.4 -2.5 1.4
C -0.028 0.768 -1.388 -0.9 0.5 0.2
C -0.688 0.197 -0.159 -2.7 1.1 -1.2
H -1.341 1.608 2.617 0.0 0.4 0.1
H 1.725 -0.398 -1.937 0.4 0.0 -0.4
H -2.195 0.278 1.843 -0.4 -0.2 0.0
H 1.890 0.499 -0.390 -0.1 0.1 0.0
H -0.586 0.044 2.512 0.3 -0.3 0.0
H 0.022 1.853 -1.383 0.1 0.1 0.0
H 0.110 -1.757 0.598 0.4 0.7 -0.5
H 0.150 -2.093 -1.139 0.0 0.4 0.2
H -0.537 0.413 -2.284 0.1 0.0 0.0
H 1.658 -1.846 -0.220 0.2 -0.8 0.0
```
Forces are in eV/Å.

## Properties
HOMO level = -7.54 eV
Kohn-Sham gap = 8.6 eV
Relative energy (zero: lowest compared OMol25 entry of this formula, charge and spin) = 117.1 kcal per mole

Let's list M in order: 1284.1, 139.5, 135.2, 110.6, 86.1 g mol⁻¹.